DFT (ωB97M-V/def2-TZVPD) results for a 2-piece molecular cluster, C5H10N2 overall at a distorted geometry.

Element x y z (Å)
1 H 0.27124 1.76018 -1.71864
2 N 0.45676 0.75993 -1.76541
3 C 0.95605 0.27681 -0.69800
4 C 1.34850 -1.17164 -0.67214
5 N 1.48266 1.03418 0.33529
6 H 0.76809 -1.67467 0.10719
7 H 2.41077 -1.29004 -0.45517
8 H 1.10693 -1.63430 -1.62410
9 H 1.97798 0.58800 1.09115
10 H 1.24984 2.01222 0.38680
11 C -2.28534 -0.35193 -0.42368
12 C -1.61199 -0.08402 0.65198
13 C -1.15657 0.18904 1.84694
14 H -3.18808 -0.92908 -0.40408
15 H -1.88515 -0.10140 -1.38868
16 H -0.49138 -0.47975 2.36751
17 H -1.41029 1.09646 2.36302

**HOMO level**: -8.96 eV
**LUMO energy**: 0.9 eV
**Orbital gap**: 9.86 eV
**Energy**: -8325.3277 eV
**ΔE to the lowest compared entry with this formula, charge and spin**: 46.2 kcal per mole

Atomic partial charges in e from the Löwdin method, atoms 1 to 2:
1. H 0.0448
2. N 0.1028